{"formula": "C28H75F3O13S", "method": "ωB97M-V/def2-TZVPD", "spin_multiplicity": 2, "total_charge": 1, "homo_lumo_gap_ha": [0.3289, 0.1015], "e_homo_ha": [-0.4072, -0.4072], "lumo_energy_ev": [-2.129, -8.319], "species": ["O", "H", "H", "H", "C", "F", "F", "F", "S", "O", "O", "O", "C", "C", "C", "O", "H", "H", "H", "H", "H", "H", "H", "H", "C", "C", "C", "O", "H", "H", "H", "H", "H", "H", "H", "H", "C", "C", "C", "O", "H", "H", "H", "H", "H", "H", "H", "H", "C", "C", "C", "O", "H", "H", "H", "H", "H", "H", "H", "H", "C", "C", "C", "O", "H", "H", "H", "H", "H", "H", "H", "H", "C", "C", "C", "O", "H", "H", "H", "H", "H", "H", "H", "H", "C", "C", "C", "O", "H", "H", "H", "H", "H", "H", "H", "H", "C", "C", "C", "O", "H", "H", "H", "H", "H", "H", "H", "H", "C", "C", "C", "O", "H", "H", "H", "H", "H", "H", "H", "H"], "coordinates": [[2.357, 0.164, -4.552], [1.864, -0.176, -5.303], [1.752, 0.405, -3.847], [2.813, 0.961, -4.833], [-0.586, -0.361, -0.430], [0.156, -1.462, -0.569], [-1.765, -0.562, -0.924], [-0.690, -0.083, 0.877], [0.311, 1.202, -1.295], [-0.766, 2.195, -1.535], [1.385, 1.634, -0.388], [0.899, 0.696, -2.527], [-4.123, 1.899, 0.023], [-3.740, 3.322, -0.415], [-2.835, 3.984, 0.639], [-3.177, 3.245, -1.683], [-4.988, 1.973, 0.682], [-3.289, 1.405, 0.522], [-4.426, 1.215, -0.770], [-4.689, 3.854, -0.487], [-1.981, 3.310, 0.714], [-3.364, 3.944, 1.591], [-2.444, 4.961, 0.359], [-2.327, 2.802, -1.624], [-4.976, -1.134, 0.571], [-5.002, -2.659, 0.933], [-3.622, -3.252, 1.039], [-5.686, -2.781, 2.217], [-4.403, -0.971, -0.342], [-4.572, -0.509, 1.368], [-5.907, -0.693, 0.213], [-5.629, -3.230, 0.248], [-3.747, -4.307, 1.284], [-3.075, -2.810, 1.871], [-2.949, -3.073, 0.200], [-5.173, -2.395, 2.931], [2.288, -4.178, -1.144], [3.033, -3.664, 0.123], [2.935, -4.556, 1.387], [4.368, -3.609, -0.249], [2.744, -5.097, -1.513], [2.345, -3.471, -1.972], [1.260, -4.412, -0.870], [2.618, -2.715, 0.463], [3.356, -5.559, 1.316], [1.960, -4.679, 1.859], [3.594, -4.093, 2.122], [4.840, -4.425, -0.071], [4.467, 0.131, 0.683], [4.608, -0.065, -0.803], [5.390, 1.093, -1.317], [5.331, -1.227, -1.124], [3.873, 1.019, 0.902], [5.460, 0.338, 1.082], [4.035, -0.749, 1.160], [3.631, -0.067, -1.285], [5.491, 0.942, -2.392], [6.373, 1.190, -0.856], [4.815, 2.006, -1.167], [4.954, -2.028, -0.751], [2.344, 3.851, -3.253], [3.546, 3.775, -4.116], [4.851, 4.194, -3.432], [3.667, 2.498, -4.608], [1.451, 3.690, -3.857], [2.227, 4.808, -2.744], [2.366, 3.129, -2.437], [3.318, 4.495, -4.902], [4.679, 5.009, -2.728], [5.652, 4.406, -4.140], [5.205, 3.371, -2.810], [4.370, 2.511, -5.262], [-3.920, 0.040, 5.921], [-3.960, -0.209, 4.402], [-2.915, 0.629, 3.662], [-3.823, -1.623, 4.120], [-3.851, 1.103, 6.152], [-2.952, -0.278, 6.309], [-4.617, -0.478, 6.580], [-4.905, 0.113, 3.964], [-2.903, 1.710, 3.801], [-3.024, 0.377, 2.607], [-1.918, 0.487, 4.080], [-2.984, -1.962, 4.441], [0.027, -2.252, -4.723], [-0.616, -1.311, -5.759], [-1.801, -0.505, -5.145], [0.428, -0.464, -6.252], [0.919, -2.740, -5.117], [-0.680, -3.047, -4.490], [0.380, -1.750, -3.822], [-1.024, -1.822, -6.631], [-2.482, -1.109, -4.544], [-2.323, -0.007, -5.962], [-1.404, 0.214, -4.428], [0.050, 0.185, -6.849], [-0.333, -2.959, 3.221], [-1.256, -3.595, 4.297], [-0.683, -4.898, 4.876], [-1.636, -2.694, 5.315], [-0.822, -2.153, 2.675], [0.098, -3.681, 2.527], [0.519, -2.412, 3.624], [-2.221, -3.868, 3.869], [0.366, -4.885, 5.170], [-0.865, -5.688, 4.147], [-1.199, -5.188, 5.791], [-2.045, -3.206, 6.017], [0.757, 4.945, 0.485], [1.454, 4.298, 1.692], [0.493, 3.505, 2.583], [2.434, 3.424, 1.228], [0.198, 4.199, -0.079], [1.425, 5.468, -0.200], [0.055, 5.686, 0.868], [1.844, 5.101, 2.318], [-0.238, 4.109, 3.120], [0.971, 3.033, 3.441], [-0.086, 2.748, 2.053], [2.014, 2.836, 0.596]]}


{"formula": "C28H76BN20O20", "method": "ωB97M-V/def2-TZVPD", "spin_multiplicity": 2, "total_charge": -2, "homo_lumo_gap_ha": [0.1211, 0.2709], "e_homo_ha": [-0.0038, -0.1537], "lumo_energy_ev": [3.190, 3.189], "species": ["O", "C", "O", "B", "O", "C", "O", "O", "C", "O", "C", "O", "O", "C", "C", "C", "O", "C", "N", "H", "H", "H", "H", "H", "H", "H", "H", "H", "H", "H", "C", "C", "C", "O", "C", "N", "H", "H", "H", "H", "H", "H", "H", "H", "H", "H", "H", "C", "C", "C", "O", "C", "N", "H", "H", "H", "H", "H", "H", "H", "H", "H", "H", "H", "C", "C", "C", "O", "C", "N", "H", "H", "H", "H", "H", "H", "H", "H", "H", "H", "H", "C", "O", "N", "N", "H", "H", "H", "H", "C", "O", "N", "N", "H", "H", "H", "H", "C", "O", "N", "N", "H", "H", "H", "H", "C", "O", "N", "N", "H", "H", "H", "H", "C", "O", "N", "N", "H", "H", "H", "H", "C", "O", "N", "N", "H", "H", "H", "H", "C", "O", "N", "N", "H", "H", "H", "H", "C", "O", "N", "N", "H", "H", "H", "H"], "coordinates": [[11.722, -22.715, 15.271], [11.771, -22.607, 16.513], [11.065, -21.806, 17.227], [11.265, -22.146, 18.606], [12.102, -23.385, 18.672], [12.490, -23.695, 17.450], [13.210, -24.634, 17.077], [10.026, -22.236, 19.390], [9.895, -21.177, 20.175], [8.901, -20.896, 20.859], [11.202, -20.382, 20.131], [11.985, -21.113, 19.372], [11.450, -19.354, 20.735], [10.091, -19.570, 14.012], [8.906, -18.907, 13.376], [8.617, -19.241, 11.895], [9.806, -19.200, 11.088], [9.487, -19.681, 9.799], [7.677, -19.142, 14.131], [11.044, -19.434, 13.500], [9.930, -20.635, 14.184], [10.187, -19.114, 14.998], [9.126, -17.842, 13.462], [7.880, -18.539, 11.506], [8.098, -20.192, 11.773], [10.242, -19.195, 9.180], [8.605, -19.344, 9.254], [9.669, -20.750, 9.696], [7.850, -19.032, 15.119], [7.618, -20.150, 14.148], [15.114, -17.754, 21.253], [15.786, -19.090, 21.045], [16.244, -19.704, 22.369], [16.919, -18.680, 23.200], [18.266, -18.576, 22.874], [14.973, -20.032, 20.369], [14.895, -17.444, 20.231], [15.772, -16.998, 21.682], [14.216, -17.888, 21.856], [16.729, -19.045, 20.499], [16.812, -20.627, 22.257], [15.373, -20.013, 22.948], [18.876, -18.231, 23.709], [18.450, -18.052, 21.936], [18.695, -19.577, 22.831], [14.853, -19.694, 19.425], [14.069, -19.948, 20.812], [18.579, -24.569, 21.084], [17.871, -23.992, 22.387], [16.513, -24.628, 22.729], [15.479, -24.591, 21.735], [15.268, -23.307, 21.203], [18.824, -24.355, 23.515], [19.629, -24.285, 21.013], [18.140, -24.138, 20.184], [18.503, -25.652, 20.988], [17.788, -22.920, 22.211], [16.165, -24.082, 23.606], [16.579, -25.670, 23.042], [15.228, -22.522, 21.959], [14.418, -23.335, 20.520], [16.167, -23.130, 20.613], [19.642, -23.883, 23.159], [18.508, -23.716, 24.230], [8.843, -16.166, 21.386], [7.755, -16.881, 22.170], [6.514, -15.908, 22.536], [5.547, -16.552, 23.281], [4.545, -15.671, 23.767], [7.199, -18.026, 21.429], [9.420, -16.768, 20.684], [9.574, -15.774, 22.093], [8.419, -15.285, 20.905], [8.069, -17.330, 23.113], [6.038, -15.578, 21.612], [6.945, -15.135, 23.172], [4.902, -15.144, 24.652], [3.621, -16.211, 23.975], [4.257, -14.999, 22.959], [7.820, -18.821, 21.376], [6.394, -18.442, 21.874], [10.586, -22.825, 11.957], [10.380, -22.769, 10.773], [9.668, -22.980, 12.805], [11.784, -22.788, 12.521], [8.729, -23.111, 12.457], [9.839, -22.910, 13.798], [12.515, -22.660, 11.836], [11.897, -22.565, 13.499], [17.323, -25.986, 15.415], [17.482, -27.195, 15.163], [16.258, -25.440, 15.803], [18.362, -25.134, 15.508], [15.443, -25.952, 16.111], [16.384, -24.498, 16.145], [18.199, -24.289, 16.036], [19.296, -25.428, 15.261], [12.102, -17.556, 24.043], [12.227, -16.986, 25.086], [12.017, -18.888, 23.932], [11.892, -16.907, 22.926], [11.807, -19.270, 23.021], [12.325, -19.545, 24.634], [11.968, -15.908, 22.796], [11.756, -17.432, 22.074], [8.914, -23.319, 23.585], [9.166, -22.238, 24.098], [8.496, -23.403, 22.332], [8.607, -24.373, 24.300], [8.554, -22.628, 21.687], [8.254, -24.364, 22.137], [8.486, -25.273, 23.856], [8.520, -24.311, 25.304], [8.260, -25.116, 18.398], [8.895, -24.693, 17.381], [8.028, -26.313, 18.827], [7.618, -24.182, 19.121], [8.141, -26.171, 19.821], [8.526, -27.109, 18.455], [7.229, -24.543, 19.980], [7.892, -23.242, 18.873], [13.037, -27.386, 15.227], [13.222, -28.259, 14.327], [12.549, -26.237, 14.947], [13.284, -27.550, 16.471], [12.012, -26.116, 14.100], [12.355, -25.562, 15.673], [13.707, -28.389, 16.843], [13.131, -26.765, 17.087], [16.542, -22.280, 17.637], [17.207, -22.786, 16.769], [15.248, -22.435, 17.905], [17.097, -21.566, 18.574], [14.842, -23.235, 17.441], [14.899, -21.879, 18.672], [18.098, -21.504, 18.459], [16.588, -21.142, 19.337], [7.442, -22.588, 15.079], [6.606, -21.962, 14.514], [7.650, -23.865, 14.931], [8.146, -22.230, 16.131], [8.176, -24.327, 15.660], [7.277, -24.427, 14.180], [8.925, -22.803, 16.420], [8.118, -21.233, 16.290]]}


{"formula": "C28H76ClO30S10", "method": "ωB97M-V/def2-TZVPD", "total_charge": -1, "homo_lumo_gap_ha": 0.3117, "e_homo_ha": -0.2546, "lumo_energy_ev": 1.552, "species": ["Cl", "O", "O", "O", "O", "O", "S", "O", "O", "C", "C", "C", "H", "H", "H", "H", "H", "H", "H", "H", "O", "S", "O", "O", "C", "C", "C", "H", "H", "H", "H", "H", "H", "H", "H", "O", "S", "O", "O", "C", "C", "C", "H", "H", "H", "H", "H", "H", "H", "H", "O", "S", "O", "O", "C", "C", "C", "H", "H", "H", "H", "H", "H", "H", "H", "O", "S", "O", "O", "C", "C", "C", "H", "H", "H", "H", "H", "H", "H", "H", "O", "S", "O", "O", "C", "C", "C", "H", "H", "H", "H", "H", "H", "H", "H", "O", "S", "O", "O", "C", "C", "C", "H", "H", "H", "H", "H", "H", "H", "H", "O", "S", "O", "O", "C", "C", "C", "H", "H", "H", "H", "H", "H", "H", "H", "C", "S", "O", "C", "H", "H", "H", "H", "H", "H", "C", "S", "O", "C", "H", "H", "H", "H", "H", "H"], "coordinates": [[-0.126, -0.247, -0.121], [-0.321, -1.382, -1.004], [-1.131, -0.257, 0.911], [1.159, -0.401, 0.512], [-0.164, 0.968, -0.894], [-0.597, 3.018, 3.743], [0.701, 3.316, 3.277], [1.364, 4.499, 3.721], [1.626, 2.049, 3.487], [1.995, 1.707, 4.830], [3.462, 1.992, 5.007], [0.758, 3.292, 1.521], [1.829, 0.644, 4.995], [1.451, 2.208, 5.636], [3.738, 2.938, 4.556], [4.007, 1.151, 4.588], [3.677, 2.080, 6.075], [0.195, 4.143, 1.163], [0.398, 2.334, 1.147], [1.815, 3.337, 1.287], [-3.415, -1.160, 4.412], [-2.266, -1.066, 5.252], [-2.316, -0.406, 6.524], [-1.788, -2.558, 5.554], [-2.813, -3.562, 5.669], [-2.141, -4.957, 5.583], [-0.851, -0.472, 4.389], [-3.571, -3.513, 4.895], [-3.294, -3.573, 6.658], [-1.663, -5.239, 6.514], [-1.430, -4.950, 4.748], [-2.880, -5.681, 5.228], [-1.178, 0.538, 4.132], [-0.673, -1.094, 3.519], [-0.026, -0.524, 5.082], [3.733, 1.135, -7.156], [2.559, 1.879, -7.191], [1.722, 1.770, -8.321], [1.725, 1.558, -5.897], [0.325, 2.076, -5.841], [-0.394, 1.385, -4.696], [2.860, 3.600, -6.885], [-0.077, 1.719, -6.793], [0.320, 3.158, -5.720], [-1.419, 1.736, -4.605], [0.108, 1.475, -3.729], [-0.421, 0.306, -4.885], [3.589, 3.925, -7.612], [3.091, 3.745, -5.834], [1.876, 4.043, -7.033], [1.239, -6.252, -4.099], [0.383, -6.089, -2.990], [-0.509, -7.125, -2.645], [1.241, -5.785, -1.687], [2.347, -4.854, -1.865], [3.041, -4.694, -0.559], [-0.495, -4.560, -3.211], [1.996, -3.883, -2.218], [3.077, -5.120, -2.642], [3.520, -5.578, -0.153], [2.246, -4.353, 0.107], [3.773, -3.888, -0.613], [-1.356, -4.805, -3.825], [0.173, -3.908, -3.767], [-0.753, -4.108, -2.259], [-0.193, 6.146, -3.499], [0.172, 4.950, -2.851], [1.030, 4.026, -3.492], [0.801, 5.370, -1.453], [1.918, 6.317, -1.535], [2.098, 6.884, -0.161], [-1.230, 4.137, -2.202], [1.746, 7.088, -2.283], [2.760, 5.687, -1.835], [1.274, 7.536, 0.131], [2.999, 7.499, -0.130], [2.162, 6.083, 0.573], [-0.883, 3.624, -1.306], [-1.574, 3.372, -2.886], [-2.018, 4.832, -1.945], [-3.730, 0.812, -4.331], [-3.675, 0.678, -2.946], [-2.984, 1.607, -2.121], [-5.156, 0.601, -2.431], [-5.442, 0.893, -1.066], [-6.869, 1.390, -0.902], [-3.157, -0.961, -2.507], [-4.811, 1.742, -0.766], [-5.162, 0.097, -0.372], [-7.020, 2.342, -1.417], [-7.152, 1.531, 0.140], [-7.627, 0.719, -1.333], [-2.978, -1.044, -1.444], [-2.309, -1.274, -3.102], [-4.052, -1.527, -2.778], [6.621, 3.496, -2.472], [5.320, 3.113, -2.838], [4.677, 3.765, -3.937], [5.448, 1.565, -3.088], [4.477, 0.947, -4.003], [3.678, -0.145, -3.318], [4.318, 3.115, -1.371], [5.090, 0.514, -4.789], [3.776, 1.674, -4.402], [2.823, 0.176, -2.739], [4.302, -0.862, -2.794], [3.287, -0.747, -4.161], [4.321, 4.132, -1.004], [4.920, 2.471, -0.740], [3.341, 2.726, -1.622], [-4.689, -5.099, 0.617], [-3.529, -4.648, 1.294], [-3.521, -4.599, 2.712], [-2.322, -5.558, 0.824], [-1.269, -5.868, 1.774], [-0.256, -4.745, 1.883], [-3.002, -3.107, 0.582], [-0.754, -6.745, 1.389], [-1.692, -6.080, 2.756], [0.089, -4.471, 0.873], [0.657, -5.022, 2.414], [-0.624, -3.820, 2.333], [-2.473, -2.531, 1.335], [-3.873, -2.534, 0.281], [-2.381, -3.428, -0.243], [-4.639, 2.021, 4.380], [-4.243, 2.675, 2.753], [-5.520, 3.283, 2.294], [-4.015, 1.108, 1.930], [-3.797, 1.440, 4.742], [-5.535, 1.415, 4.312], [-4.741, 2.925, 4.974], [-3.492, 1.313, 0.996], [-4.947, 0.569, 1.739], [-3.402, 0.401, 2.496], [3.206, -2.813, 2.300], [2.506, -1.853, 3.630], [1.541, -2.834, 4.198], [3.894, -1.813, 4.760], [3.268, -3.862, 2.590], [4.215, -2.476, 2.047], [2.539, -2.739, 1.449], [4.201, -2.803, 5.087], [3.490, -1.290, 5.635], [4.722, -1.188, 4.424]]}


Number 1: electronic energy -2787.33621 Eh. Number 2: electronic energy -3737.65960 Eh. Number 3: electronic energy -7811.41138 Eh.